[1]
{
  "formula": "C29H49BrHgN2OP2",
  "method": "ωB97M-V with the def2-TZVPD basis set",
  "homo_energy_ev": [-13.05, -12.92],
  "gap_ev": [4.882, 4.773],
  "total_energy_ev": -128673.50929,
  "spin_multiplicity": 1,
  "charge": 2,
  "symbols": ["N", "C", "C", "C", "C", "C", "C", "Hg", "P", "C", "C", "C", "C", "C", "C", "C", "Br", "H", "H", "H", "H", "H", "H", "H", "H", "H", "H", "P", "C", "C", "H", "H", "H", "H", "H", "C", "C", "H", "H", "H", "H", "H", "C", "C", "H", "H", "H", "H", "H", "C", "C", "H", "H", "H", "H", "H", "C", "C", "H", "H", "H", "H", "H", "C", "C", "H", "H", "H", "H", "H", "C", "N", "C", "C", "C", "O", "H", "H", "H", "H", "H", "H", "H", "H", "H"],
  "xyz": [[-5.86582, -1.63532, 3.83356], [-4.97209, -0.79823, 4.37958], [-4.49837, 0.33339, 3.69581], [-4.93887, 0.58793, 2.37521], [-5.87840, -0.31962, 1.81189], [-6.32092, -1.39696, 2.59749], [-4.35127, 1.64910, 1.58332], [0.16494, 0.21411, -1.71162], [3.12295, 0.55158, -1.97011], [-4.52360, 1.76801, 0.23122], [-3.46757, 2.20568, -0.63220], [-3.47855, 1.77706, -1.98923], [-2.25237, 1.67875, -2.64465], [-1.17261, 1.88794, -1.81192], [-1.12830, 2.80144, -0.76338], [-2.34005, 2.89530, -0.09177], [0.99595, 2.02043, -3.38187], [-3.64201, 2.29071, 2.10219], [-5.44344, 1.41270, -0.25259], [-3.78420, 0.99764, 4.18531], [-6.25632, -0.19851, 0.79134], [-4.62021, -1.00809, 5.40193], [-7.07905, -2.08191, 2.19428], [-4.42046, 1.45409, -2.44237], [-2.43826, 3.39356, 0.87846], [-2.13228, 1.35568, -3.68253], [-0.20768, 3.30909, -0.43992], [-0.77143, -1.93244, -0.88245], [3.54084, 2.18954, -1.24482], [4.50480, 3.08785, -1.99551], [3.90119, 1.98281, -0.22682], [2.56310, 2.68155, -1.15000], [4.69317, 3.99198, -1.40564], [5.48284, 2.61271, -2.15559], [4.09538, 3.42504, -2.95427], [3.53397, 0.14949, -3.74155], [4.60611, 0.94827, -4.45424], [2.56778, 0.29125, -4.24458], [3.76116, -0.92200, -3.75731], [4.44001, 0.89038, -5.54167], [4.60254, 2.00732, -4.17599], [5.60972, 0.52589, -4.28005], [4.16589, -0.61818, -1.02374], [5.65067, -0.28904, -1.18204], [3.92461, -1.62962, -1.39979], [3.84361, -0.55502, 0.03561], [6.22434, -1.12387, -0.76305], [5.94434, -0.17863, -2.23775], [5.91927, 0.62214, -0.62813], [0.27210, -3.06860, 0.09837], [1.59342, -3.46114, -0.56921], [-0.32670, -3.97518, 0.31410], [0.45391, -2.55982, 1.05773], [2.08161, -4.23385, 0.03884], [1.43356, -3.86731, -1.57875], [2.28422, -2.60268, -0.65008], [-1.15642, -2.86152, -2.41243], [-2.04814, -2.10755, -3.40391], [-1.63720, -3.80407, -2.09389], [-0.18423, -3.11696, -2.87013], [-2.02587, -2.63761, -4.36436], [-3.08598, -2.08268, -3.05345], [-1.72035, -1.07884, -3.58820], [-2.36333, -1.76064, 0.01850], [-2.36364, -2.11119, 1.50323], [-3.10134, -2.37787, -0.51715], [-2.65380, -0.70910, -0.11486], [-3.40002, -2.19666, 1.85306], [-1.85876, -3.06573, 1.70298], [-1.88533, -1.33355, 2.10944], [1.96791, 0.92057, 4.66132], [1.13277, 1.08149, 3.48158], [0.18657, 2.18100, 3.48382], [1.09261, 0.16674, 2.47820], [2.01114, -1.02270, 2.63426], [0.32406, 0.33063, 1.51711], [1.90427, 1.83949, 5.25093], [3.02296, 0.75987, 4.38702], [1.64915, 0.07606, 5.29794], [-0.06899, 2.45853, 2.46302], [-0.72875, 1.91748, 4.02766], [0.65756, 3.01767, 4.00212], [2.06908, -1.53683, 1.67612], [3.01422, -0.74080, 2.97252], [1.58273, -1.73956, 3.34849]],
  "atomic_forces_ev_per_a": [[0.2081, 0.1365, 0.1594], [-0.1768, 0.3448, -0.6046], [-0.2258, -0.1057, -0.3110], [-0.9802, -0.9010, 0.4700], [0.2152, -0.0726, 0.7129], [0.2629, 0.6397, -0.3218], [0.0277, 0.0114, -0.6689], [2.3024, -2.0771, 1.0910], [-0.8277, -1.9418, 1.1491], [-0.8124, 0.3521, 0.4479], [0.0475, 0.4680, 0.4004], [0.6350, 0.1011, 0.0053], [-1.2675, -0.2737, -0.2438], [0.6812, 1.9791, -1.1783], [-0.0683, 0.3094, 0.8514], [0.3108, -0.3262, -0.5386], [-2.1545, 1.5644, -0.5481], [0.2912, -0.4220, -0.1385], [0.6484, -0.3835, 0.2240], [-0.1829, -0.1281, -0.1775], [0.1277, -0.0779, 0.5041], [-0.2858, -0.0101, -0.5881], [0.3988, 0.2143, 0.2935], [0.4497, 0.0718, 0.0643], [0.2537, -0.0915, -0.5559], [-0.1301, 0.0017, 0.4440], [-0.5049, -0.4744, -0.0763], [-0.0748, -0.5406, -0.2416], [-0.3610, 0.1075, -0.2158], [0.4726, 0.5287, 0.1097], [-0.0698, -0.0909, -0.2517], [0.3586, 0.0569, 0.0996], [-0.0519, -0.1243, -0.0576], [-0.3450, 0.1008, -0.0666], [0.1000, -0.1093, 0.2316], [-0.5524, 0.4217, 0.3844], [0.6085, 0.1004, -0.6782], [0.4049, -0.2568, -0.0710], [-0.0801, 0.1045, 0.1456], [0.0669, 0.0243, 0.3408], [0.0700, -0.4665, -0.2382], [-0.3698, 0.3406, 0.0490], [-0.0249, 0.2986, -0.1165], [0.2940, -0.4837, 0.2717], [0.2134, 0.4219, 0.1867], [0.1928, -0.1312, -0.4710], [0.1576, 0.2929, -0.0793], [-0.1194, -0.0174, 0.4289], [-0.0434, -0.2491, -0.2541], [0.1089, 0.1018, 0.2254], [0.1650, 0.1466, -0.0992], [0.1110, 0.4646, -0.1792], [-0.1434, -0.2492, -0.2953], [-0.0741, 0.1963, -0.2307], [0.1220, 0.0403, 0.3529], [-0.3916, -0.3514, 0.0601], [0.1784, -0.1241, 0.1226], [-0.0944, -0.3711, -0.0957], [0.2091, 0.2629, -0.1876], [-0.4045, 0.0756, 0.1312], [-0.1303, 0.2037, 0.2102], [0.1688, 0.0780, -0.1010], [0.0718, -0.1127, 0.0423], [-0.1793, 0.4496, -0.2216], [0.0765, -0.0797, 0.3972], [0.2557, 0.1394, 0.0435], [-0.1709, -0.2371, 0.0347], [0.2136, -0.0207, -0.0961], [-0.2573, 0.2488, -0.0090], [0.0396, -0.1368, -0.2063], [0.3656, -0.2518, 0.3803], [-0.0227, -0.5157, -0.4465], [0.0224, 0.1672, 0.1709], [-0.1425, 0.8354, 0.5404], [-0.1229, -0.1662, -0.2966], [0.2224, -0.5281, -0.2070], [0.0716, -0.2642, -0.0907], [-0.4039, 0.1498, 0.1503], [0.0540, 0.3384, -0.2383], [0.0423, -0.0218, 0.0847], [0.0558, 0.0040, -0.0953], [-0.1633, 0.0486, -0.1664], [0.1870, 0.1276, 0.0170], [-0.2737, -0.1461, -0.0966], [0.1425, 0.2597, 0.0229]],
  "lowdin_charge": [0.075, -0.113, -0.007, -0.213, -0.004, -0.121, 0.016, 0.804, 0.809, -0.027, -0.191, 0.018, -0.102, -0.386, -0.060, 0.009, 0.443, 0.116, 0.126, 0.111, 0.109, 0.121, 0.120, 0.141, 0.132, 0.125, 0.137, 0.879, -0.432, -0.147, 0.087, 0.022, 0.086, 0.079, 0.065, -0.432, -0.135, -0.014, 0.089, 0.089, 0.043, 0.079, -0.430, -0.131, 0.063, 0.070, 0.083, 0.064, 0.077, -0.383, -0.123, 0.109, 0.054, 0.095, 0.071, 0.039, -0.399, -0.139, 0.108, 0.083, 0.091, 0.078, 0.032, -0.354, -0.120, 0.097, 0.063, 0.071, 0.072, 0.071, -0.038, -0.151, -0.031, -0.490, 0.010, -0.060, 0.095, 0.094, 0.107, 0.068, 0.097, 0.094, 0.051, 0.087, 0.110]
}

[2]
{
  "formula": "C29H49N3O10S",
  "method": "ωB97M-V with the def2-TZVPD basis set",
  "homo_energy_ev": -8.22,
  "gap_ev": 8.030,
  "total_energy_ev": -66646.54014,
  "spin_multiplicity": 1,
  "charge": 0,
  "symbols": ["C", "C", "C", "N", "C", "C", "C", "C", "N", "S", "N", "C", "C", "H", "H", "H", "H", "H", "H", "H", "H", "H", "O", "C", "O", "C", "C", "C", "H", "H", "H", "H", "H", "H", "H", "H", "O", "C", "O", "C", "C", "C", "H", "H", "H", "H", "H", "H", "H", "H", "O", "C", "O", "C", "C", "C", "H", "H", "H", "H", "H", "H", "H", "H", "O", "C", "O", "C", "C", "C", "H", "H", "H", "H", "H", "H", "H", "H", "O", "C", "O", "C", "C", "C", "H", "H", "H", "H", "H", "H", "H", "H"],
  "xyz": [[-2.61216, -1.07373, -2.03669], [-1.55893, -0.70271, -1.02327], [-1.68197, -1.36035, 0.32037], [-0.58522, 0.11290, -1.27469], [0.28991, -0.36111, -2.29639], [1.42068, -1.15545, -1.90517], [2.27447, -1.63727, -2.84154], [2.06916, -1.38199, -4.21559], [2.79476, -1.78871, -5.26179], [2.09571, -1.22703, -6.57879], [0.82160, -0.43873, -5.94206], [0.94980, -0.60218, -4.63032], [0.08253, -0.10297, -3.61866], [-2.74824, -0.27081, -2.75036], [-3.53607, -1.37900, -1.56000], [-2.21093, -1.91454, -2.61450], [-0.75533, -1.90963, 0.48456], [-2.50023, -2.06329, 0.31401], [-1.79252, -0.60566, 1.09487], [1.57016, -1.35388, -0.85558], [3.10833, -2.24229, -2.51168], [-0.77900, 0.47689, -3.91343], [-3.53838, -2.00176, 2.42287], [-4.53889, -2.66783, 2.46696], [-4.74093, -3.58904, 1.51026], [-5.78958, -4.56398, 1.57167], [-7.08442, -4.02324, 1.00158], [-5.60703, -2.43628, 3.50672], [-5.90996, -4.93953, 2.58874], [-5.43625, -5.40267, 0.97274], [-7.45808, -3.17569, 1.57259], [-7.84876, -4.80354, 0.99678], [-6.92965, -3.67726, -0.02118], [-6.28951, -1.67057, 3.14264], [-5.12198, -2.08339, 4.41391], [-6.16960, -3.32905, 3.76820], [6.50576, -1.33977, -0.19173], [6.58444, -0.78131, -1.25173], [5.71511, -1.11827, -2.22658], [5.57893, -0.38306, -3.44587], [6.56287, -0.85331, -4.49571], [7.67661, 0.21800, -1.54812], [5.64817, 0.69075, -3.26530], [4.56651, -0.57626, -3.78792], [7.59400, -0.68406, -4.18375], [6.39578, -0.32856, -5.43688], [6.44653, -1.92375, -4.66550], [8.55660, -0.31128, -1.91000], [7.93112, 0.73018, -0.62765], [7.38967, 0.98327, -2.26576], [-7.99503, -1.34668, 1.35898], [-9.04050, -0.74970, 1.35123], [-10.08121, -1.26576, 2.02096], [-11.30176, -0.55273, 2.25103], [-12.27208, -0.71451, 1.10011], [-9.22834, 0.50716, 0.53689], [-11.10107, 0.49445, 2.47947], [-11.72402, -0.99260, 3.15263], [-11.87462, -0.29271, 0.17682], [-13.21644, -0.21957, 1.32634], [-12.46529, -1.77124, 0.91629], [-9.52347, 0.23173, -0.47470], [-8.27551, 1.02877, 0.49697], [-9.95627, 1.19849, 0.95415], [-0.23710, 6.85563, 0.22227], [-0.25404, 5.68112, 0.46883], [-0.59042, 4.81244, -0.49951], [-0.44154, 3.39212, -0.36683], [-1.64778, 2.75928, 0.28777], [0.00948, 5.16194, 1.86484], [0.48553, 3.14540, 0.15115], [-0.33855, 3.01489, -1.38240], [-1.79317, 3.11785, 1.30833], [-1.53245, 1.68008, 0.31404], [-2.55326, 3.00471, -0.26938], [-0.92499, 5.16258, 2.42391], [0.71108, 5.83736, 2.34786], [0.44930, 4.16783, 1.89113], [9.74996, 2.04011, 0.01326], [10.17571, 2.05627, 1.13541], [11.07966, 1.13043, 1.50098], [11.79811, 1.17803, 2.73586], [11.02639, 0.51935, 3.86031], [9.65545, 3.03017, 2.16693], [12.08790, 2.20167, 2.97721], [12.71998, 0.62871, 2.55227], [10.09030, 1.03955, 4.06372], [11.62030, 0.50817, 4.77461], [10.77442, -0.50658, 3.59289], [8.77386, 2.60227, 2.64235], [9.37123, 3.94484, 1.65306], [10.38462, 3.30151, 2.92667]],
  "atomic_forces_ev_per_a": [[1.0207, -0.5634, -0.4533], [-0.3102, 0.6381, 0.0917], [-0.1875, 0.6600, -0.5864], [1.1832, -2.1129, 0.9574], [-0.7113, 1.1442, -1.2220], [-0.2615, 0.2936, -0.2653], [0.5141, -0.5540, 0.6838], [-0.2936, 0.2056, -0.6912], [0.4392, -0.2606, 0.2256], [-0.4794, 0.2502, -0.0663], [0.6789, -0.2937, -0.3730], [-0.4187, 0.1332, 1.1307], [-0.4504, 0.3279, -0.3465], [-0.1990, 0.1401, 0.0200], [-0.1032, 0.0200, 0.0238], [-0.2403, -0.1989, -0.0376], [0.1344, 0.1276, 0.1008], [-0.2309, 0.0442, 0.3426], [-0.0605, -0.1529, 0.2777], [0.0697, -0.0060, 0.0986], [0.1357, 0.0044, -0.1566], [-0.0246, 0.1176, -0.0597], [-0.1080, -0.1036, 0.1677], [-0.2830, 0.2525, 0.1047], [0.3127, -0.1977, -0.0734], [-0.3423, -0.1316, -0.1834], [0.0504, -0.1190, 0.2022], [0.1786, -0.2715, 0.3515], [0.0146, 0.0813, 0.0287], [0.1617, 0.0776, -0.0080], [0.1085, -0.4131, -0.0579], [0.0547, -0.0449, -0.0283], [0.0135, -0.0505, -0.0130], [-0.0558, -0.0470, -0.0665], [0.0470, 0.1453, -0.0906], [-0.1246, 0.0575, -0.1359], [-0.1218, -0.0680, 0.0225], [0.3779, 0.0441, -0.0831], [-0.3631, -0.0708, 0.0983], [0.1508, 0.0750, -0.2338], [0.1601, -0.0633, 0.0779], [-0.3935, 0.3004, 0.0817], [0.0805, -0.0183, 0.0616], [-0.0282, -0.0693, 0.0853], [-0.0078, 0.0854, -0.0218], [-0.0257, -0.0048, 0.0012], [-0.0912, 0.0151, -0.0366], [0.0127, 0.0077, -0.0101], [0.1293, -0.1481, 0.0557], [0.0854, -0.1124, -0.1337], [-0.2344, 0.6183, 0.1371], [-0.0243, 0.1385, -0.3540], [0.0833, -0.1410, 0.3190], [-0.2646, 0.0878, -0.1009], [0.0998, -0.0389, -0.1391], [0.1054, 0.2841, 0.3249], [0.0531, 0.0013, -0.0579], [0.1176, -0.0845, 0.0166], [-0.0247, 0.0772, 0.0259], [0.0016, -0.0010, 0.0180], [-0.0340, -0.0053, 0.0662], [-0.0316, -0.0052, 0.0005], [0.0634, -0.1347, -0.1141], [-0.1246, -0.0864, -0.1036], [-0.0086, 0.0406, -0.0898], [-0.1364, -0.0395, 0.2710], [0.1289, 0.0691, -0.2853], [-0.0996, -0.2410, 0.0672], [-0.2035, 0.1816, 0.2291], [0.4520, -0.0817, -0.0474], [-0.0150, 0.0300, 0.0342], [0.0055, 0.1013, -0.0399], [0.0734, -0.0058, 0.0075], [0.0610, -0.0033, -0.0124], [0.0363, -0.0218, -0.0679], [-0.0168, -0.0321, -0.0077], [-0.1371, 0.1318, 0.0051], [-0.1780, -0.0606, 0.0143], [0.0989, 0.0001, -0.0583], [-0.2504, 0.0473, 0.2162], [0.2318, -0.0574, -0.2433], [-0.0103, -0.0525, 0.2703], [-0.1491, 0.0078, -0.0315], [0.3177, 0.3135, -0.0556], [-0.0648, 0.0192, -0.0134], [-0.0331, -0.0154, -0.1316], [0.0395, 0.0530, 0.0420], [0.0149, 0.0008, -0.0092], [0.0643, -0.0151, -0.0037], [0.0106, -0.0236, 0.0214], [-0.1443, -0.0917, -0.0753], [-0.0716, -0.1375, 0.0975]],
  "lowdin_charge": [-0.012, -0.356, -0.014, 0.095, -0.267, 0.004, -0.022, -0.377, -0.250, 0.986, -0.219, -0.378, 0.022, 0.075, 0.079, 0.099, 0.093, 0.053, 0.084, 0.114, 0.118, 0.114, 0.087, -0.511, 0.001, -0.228, -0.069, 0.023, 0.111, 0.119, 0.032, 0.085, 0.086, 0.080, 0.091, 0.075, 0.101, -0.523, -0.012, -0.236, -0.059, 0.013, 0.117, 0.081, 0.067, 0.081, 0.084, 0.101, 0.063, 0.075, 0.072, -0.499, 0.012, -0.230, -0.062, 0.021, 0.114, 0.123, 0.068, 0.083, 0.085, 0.099, 0.093, 0.073, 0.101, -0.535, 0.000, -0.233, -0.064, 0.008, 0.114, 0.115, 0.070, 0.039, 0.086, 0.093, 0.088, 0.069, 0.096, -0.519, 0.005, -0.237, -0.063, 0.015, 0.112, 0.122, 0.068, 0.081, 0.085, 0.097, 0.090, 0.070]
}